Entry 1:
180
Properties=species:S:1:pos:R:3:mulliken_charge:R:1 method="wB97M-V/def2-TZVPD" molar_mass_g_mol=966.43 relative_energy_ev=0.0000 homo_lumo_gap_ev=8.24 max_force_ev_per_a=3.10
H 2.253 -2.936 -2.495 0.295
H -0.671 3.367 -0.441 -0.754
C 1.857 2.323 -2.866 -0.054
H -4.746 -2.125 2.092 0.133
N 0.724 3.220 -5.361 0.368
H -5.360 5.489 3.674 0.342
H -0.675 0.585 6.353 0.252
H -6.737 4.086 0.738 0.239
C 5.915 -0.864 2.379 1.673
H 2.111 2.045 5.660 0.328
H -0.106 1.823 -2.410 -0.745
N 0.849 -3.920 -0.362 -0.200
C 6.148 1.844 0.626 -1.941
H 0.442 4.148 1.069 0.263
C 2.646 3.157 -3.867 -1.845
C -4.313 -1.547 -2.090 1.712
H -6.826 -3.832 -2.823 0.416
O -6.090 3.393 0.578 -0.683
H 7.627 -2.116 1.975 0.392
H -4.221 -4.866 0.922 0.498
O -2.740 -1.768 4.529 -0.730
H -2.148 -1.918 -2.314 -0.062
H 0.033 3.556 -2.462 0.431
O -1.361 1.168 6.689 -0.603
H 2.973 -4.888 0.817 0.578
H 0.530 0.501 -4.610 0.288
H -5.409 1.751 0.875 0.266
H -3.184 6.415 2.325 0.332
H -4.142 7.536 2.722 0.294
O 1.887 0.400 4.510 -0.640
H -1.139 1.922 4.376 0.257
H 0.851 4.031 2.755 0.142
C 6.966 -0.017 3.110 -1.807
H -0.320 -3.335 3.190 0.304
H 0.878 2.039 0.243 -0.335
C -5.588 -2.070 -2.769 -1.207
H 2.340 5.251 -5.655 0.465
C 3.925 0.989 -0.324 -1.786
N -1.178 2.318 2.604 0.187
H 6.480 0.822 3.616 0.295
H -3.913 -4.709 -0.763 0.437
H 5.892 2.370 1.546 0.346
H -6.784 4.984 3.439 0.285
H -3.197 3.932 1.055 -1.833
H -3.100 -2.237 -3.801 0.493
H 3.318 0.090 2.503 0.182
H -5.240 3.806 0.782 0.176
H -5.466 -2.128 -3.856 0.359
O -5.174 0.807 0.975 -0.605
H -1.573 -5.487 -0.655 0.059
H -1.861 5.516 3.439 0.403
H -1.686 4.091 4.372 0.321
O -0.300 -3.122 -0.220 1.836
H 0.223 4.166 -6.915 0.359
C -5.935 -3.447 -2.323 -0.617
C 5.197 -1.796 3.377 -1.812
H 2.179 1.688 -7.053 0.318
C -6.166 -3.475 -0.820 -1.380
O -3.292 -1.283 0.053 1.245
H 2.611 4.329 -7.118 0.453
C -1.094 -0.034 2.051 -1.445
H -2.246 -2.213 3.821 0.256
C -0.804 1.375 1.546 2.505
H -1.214 0.635 -4.270 0.224
N -4.404 -1.780 -0.636 -0.272
C -1.524 3.299 -4.468 -1.764
C 1.777 -6.156 -1.004 -1.328
H 2.382 0.953 -5.513 0.262
H -4.127 0.229 -3.357 0.482
O 0.204 3.236 -6.665 -0.531
H -5.039 0.527 -1.913 0.523
H -5.298 0.424 0.095 0.197
H 2.620 4.167 -3.438 0.519
C -4.187 -0.037 -2.296 -1.887
H -6.359 -1.312 -2.601 0.408
H 0.925 0.419 0.641 -0.311
C -0.188 2.567 -4.407 1.676
C 0.707 1.387 1.101 -0.949
H -1.001 -0.793 1.271 -0.536
H -1.993 3.248 -5.450 0.447
H 3.279 -5.120 -2.210 0.340
H -0.478 -0.405 2.877 0.350
H 0.050 5.489 2.120 0.508
C 2.163 -3.259 -0.297 2.128
H 1.970 -3.088 1.845 0.892
H 1.086 3.141 5.939 0.310
C 3.125 -5.468 -1.189 -0.744
H 3.225 -1.938 1.145 -0.444
H -0.691 -3.472 1.710 0.009
H 1.731 -1.552 -1.527 0.138
H -1.949 4.957 0.624 0.693
H -2.116 -0.118 2.432 0.650
C 5.977 -0.361 -0.535 -0.571
H 4.590 -1.242 4.094 0.256
H -6.165 -1.694 1.198 0.416
H 8.072 -0.578 0.236 0.482
O 4.113 0.635 2.513 -0.616
H 4.534 -2.450 2.810 0.242
H 2.011 1.245 -2.796 0.098
H 7.518 -0.646 3.808 0.501
O -4.120 6.619 2.423 -0.641
H -2.223 2.766 -3.811 0.165
H 3.513 1.900 0.119 0.465
C -3.106 -2.265 -2.713 -1.628
C 0.225 -4.951 -2.529 -1.493
O -6.016 4.859 4.004 -0.606
H 5.941 -2.382 3.915 0.514
H 3.887 4.338 -5.915 0.381
C 5.253 0.643 0.357 1.738
H 4.221 1.433 -1.286 0.690
O -4.153 0.568 5.209 -0.635
H 1.700 -6.816 -1.871 0.394
C 2.583 1.882 -6.062 -1.689
H 1.061 -4.655 -3.168 0.308
H -0.686 -6.925 -0.796 0.470
H -5.980 -3.333 1.926 0.537
H 3.737 3.048 -3.840 0.601
H -5.113 -4.127 -2.562 0.332
C -5.483 -2.522 1.390 -1.854
H 7.219 1.636 0.638 0.346
H 1.774 -6.745 -0.086 0.438
C 0.582 -5.186 -1.042 1.606
C -4.945 -3.001 0.021 1.686
H -0.526 -5.945 0.677 0.399
H -3.143 4.217 3.370 0.299
O -0.394 2.124 3.792 0.241
H 3.193 0.216 -0.529 -0.294
H -0.491 -4.128 -2.644 -0.056
H 7.489 -1.880 -0.542 0.475
C 7.114 -1.102 0.137 -0.953
H -2.964 -3.764 0.452 0.047
C -1.668 3.040 -0.135 0.341
H -3.107 -3.309 -2.387 0.315
C -1.626 1.579 0.270 -0.275
H 1.236 0.426 3.794 0.141
H 5.321 -1.141 -0.933 -0.413
H -1.505 4.327 -4.108 0.389
H -3.609 -2.190 4.520 0.313
H -2.338 3.189 -0.985 0.695
H -3.783 -0.265 4.861 0.432
H 4.224 -3.931 -0.037 0.073
N 4.899 -0.116 1.601 1.309
C -0.591 -5.906 -0.413 -1.796
C 2.805 4.343 -6.045 -2.075
H -7.119 -3.040 -0.516 0.421
C -0.365 1.090 -4.790 -1.786
H -0.922 1.695 7.368 0.292
C 0.356 2.646 -2.964 0.271
O -1.074 -3.457 2.602 -0.719
H 1.347 1.511 1.973 0.754
H -6.272 -4.537 -0.564 0.426
C 6.739 -1.753 1.444 -1.295
H -0.409 -2.734 -1.105 -0.354
C 0.089 4.399 2.068 -1.729
H 6.082 2.601 -0.165 0.453
H -2.667 1.309 0.471 -0.161
C -2.103 3.938 1.003 0.292
H 6.307 -2.760 1.333 0.317
C 2.395 -2.419 -1.538 -1.386
H 3.449 -2.186 -1.730 0.079
H -0.626 1.047 -5.851 0.469
H -3.263 0.366 -1.879 -0.111
H -0.239 -5.825 -2.989 0.532
O 1.707 2.553 6.382 -0.670
C 2.203 3.133 -5.312 1.815
C 2.277 -2.460 1.009 -0.640
H 6.361 0.130 -1.434 0.478
C 3.228 -4.367 -0.107 -1.226
H 3.664 1.696 -6.172 0.448
H 1.526 -1.657 0.999 -0.914
H 1.442 -0.069 5.223 0.223
C -2.081 4.448 3.417 -2.200
H -3.659 -0.653 0.691 -0.271
H -3.396 1.033 5.581 0.262
H 2.107 2.665 -1.856 0.115
C -3.952 -4.127 0.163 -1.952
H 3.905 -6.194 -0.947 0.441
H 7.709 0.436 2.453 0.349
C -1.302 3.757 2.331 2.579
H -1.247 0.928 -0.518 0.168



Entry 2:
85
Properties=species:S:1:pos:R:3:mulliken_charge:R:1 method="wB97M-V/def2-TZVPD" molar_mass_g_mol=888.85 relative_energy_ev=0.3990 homo_lumo_gap_ev=6.18 max_force_ev_per_a=0.70
C 0.804 -2.908 3.196 -0.634
C 3.541 -4.660 -1.164 -0.928
C -3.174 0.617 3.514 -0.182
H 0.868 -1.235 -1.294 0.880
H -2.284 -1.718 1.189 0.434
H 4.262 -0.844 -2.482 0.318
C -1.771 -1.560 -3.169 -0.298
H 4.825 -2.113 -1.381 0.441
H 3.726 -3.122 -3.367 0.374
C -1.441 -2.053 1.784 -0.170
H -5.896 3.103 -2.421 0.217
H -1.906 -4.132 1.567 0.404
S 1.567 1.087 -2.712 -0.401
O 0.899 -4.964 -0.879 -0.669
C 2.978 2.332 1.929 -0.739
S -0.519 3.358 -2.294 -0.650
C 3.939 -1.646 -1.817 -0.751
H 3.865 3.337 -1.203 0.332
H -5.736 2.786 3.955 0.413
O -0.971 0.792 0.173 0.639
O -2.959 1.238 -1.851 -0.222
H 1.925 0.772 0.895 0.286
H -5.075 3.105 -1.005 0.169
C 0.582 -1.548 3.013 -0.267
H 3.351 -1.195 -1.016 0.043
Pt -0.635 1.107 -2.383 2.256
H 3.995 3.512 -2.958 0.386
H -4.998 0.532 4.641 0.411
C -2.805 2.651 2.262 -0.349
H 4.473 -5.174 0.712 0.418
C -4.381 1.126 3.979 -0.662
C -4.794 2.393 3.593 -0.457
C -5.349 1.217 -1.774 -0.574
C 2.889 3.347 2.874 -0.598
H 1.064 5.802 -2.474 0.339
H 2.291 -2.152 -3.104 0.375
H -0.780 -4.784 -3.022 0.519
H 3.747 3.978 3.070 0.388
N 2.575 -3.725 -1.749 0.241
As -0.813 0.700 1.810 0.085
H 1.633 4.368 4.283 0.417
H 3.901 2.174 1.384 0.427
N -0.819 -0.987 -2.431 -0.307
C 1.202 3.694 -2.102 0.872
C -1.795 -2.922 -3.413 -1.030
H -4.330 4.147 2.439 0.443
C -2.387 1.382 2.663 -0.241
C -0.093 -3.833 2.682 -0.457
H 2.614 5.302 -1.789 0.376
H 4.082 1.915 -2.220 0.177
H -0.332 2.936 3.835 0.401
C 0.155 -1.750 -1.926 -0.602
N -5.149 2.656 -1.910 -0.600
H 2.798 -4.621 0.857 0.197
H -2.850 -0.373 3.814 0.389
C 1.269 -3.995 -1.532 0.345
H 0.089 -4.891 2.814 0.383
H -5.688 0.819 -2.732 0.334
C 3.588 2.887 -2.159 -1.627
H -3.286 2.100 -2.190 0.319
C -0.541 -1.126 2.313 -0.144
H 1.682 -3.244 3.733 0.440
C 1.878 1.530 1.668 0.007
H 1.284 -0.824 3.408 0.422
C 3.108 -2.656 -2.594 -0.719
O -3.949 -0.568 -0.988 -0.566
C -0.787 -3.710 -2.887 -0.340
H 4.094 -3.451 0.551 0.252
H 4.481 -4.522 -1.698 0.417
C 1.540 5.119 -1.765 -1.463
C -1.215 -3.407 1.979 -0.754
H -2.204 3.224 1.565 0.487
C 0.596 2.764 3.305 -0.360
C -4.006 3.157 2.737 -0.795
H -2.598 -3.350 -3.996 0.444
C -4.036 0.519 -1.479 0.294
H 3.185 -5.673 -1.350 0.455
C 3.739 -4.460 0.332 -0.946
H -2.532 -0.901 -3.562 0.490
C 0.220 -3.110 -2.144 0.129
C 0.691 1.741 2.369 0.025
C 2.089 2.725 -2.275 0.249
C 1.702 3.567 3.558 -0.675
H 1.168 5.380 -0.769 0.249
H -6.067 0.911 -1.014 0.369